Record 1
{"formula": "C6H13BO", "method": "ωB97M-V/def2-TZVPD", "elements": ["C", "B", "C", "C", "C", "C", "C", "O", "H", "H", "H", "H", "H", "H", "H", "H", "H", "H", "H", "H", "H"], "positions_angstrom": [[3.028066, -0.102665, -0.036105], [1.467442, -0.160532, 0.147690], [0.443147, -1.308958, -0.098043], [-1.008874, -0.449578, -0.095461], [-2.072645, -1.324782, 0.467229], [-0.610334, 0.964518, 0.484360], [-0.898968, 2.065297, -0.547590], [0.763394, 0.892726, 0.515744], [3.685370, -0.980520, 0.100969], [3.418176, 0.625942, 0.655043], [3.185796, 0.306747, -1.074724], [0.654932, -1.896912, -0.992162], [0.373427, -2.150070, 0.681970], [-1.337658, -0.271818, -1.063347], [-1.920468, -1.696286, 1.449075], [-2.419371, -2.243585, -0.061024], [-3.016059, -0.596557, 0.646869], [-1.047540, 1.280371, 1.353056], [-0.201335, 2.900809, -0.491755], [-1.868349, 2.471108, -0.542838], [-0.618152, 1.674752, -1.498965]], "forces_ev_per_a": [[0.25, 0.31, -0.64], [0.20, -2.14, 0.01], [-1.94, -0.60, 0.43], [2.62, -2.17, 0.98], [-3.76, 1.70, 1.15], [-0.29, -1.31, -3.91], [1.43, -0.12, 0.08], [2.03, 2.92, 1.65], [-0.81, 0.07, -0.29], [0.23, 0.61, 0.16], [0.07, -0.37, 0.86], [-0.35, 0.24, -0.40], [0.20, 1.45, -0.65], [-0.10, 0.34, -2.13], [0.72, -0.16, 1.18], [0.50, 1.06, -0.40], [1.51, -1.82, -0.61], [-0.74, 0.17, 2.84], [0.02, 0.10, 0.80], [-1.46, 0.20, -0.05], [-0.33, -0.46, -1.04]], "smiles": "CB1C[C@@H](C)[C@H](C)O1", "charge": 0, "gap_ev": 10.56, "homo_energy_ev": -9.8}

=====

Record 2
{"formula": "C6H9Br3N", "method": "ωB97M-V/def2-TZVPD", "elements": ["C", "C", "C", "C", "C", "C", "N", "Br", "Br", "Br", "H", "H", "H", "H", "H", "H", "H", "H", "H"], "positions_angstrom": [[-2.674884, 0.161707, 0.519136], [-1.572050, -0.360499, 1.063847], [-2.242280, 1.069234, -0.611228], [-0.858181, 0.581580, -0.930531], [0.640424, -1.038495, 0.333667], [4.302564, -0.453893, -0.362140], [-0.327940, -0.008193, 0.393169], [2.722185, -0.943998, -1.195329], [4.562302, 1.415701, -0.137865], [5.078462, -1.628495, 0.907758], [-3.766380, 0.165007, 0.843257], [-1.436426, -0.974679, 1.828544], [-2.880144, 0.888743, -1.440983], [-2.223223, 2.191726, -0.300949], [-0.941820, -0.324423, -1.686208], [-0.072575, 1.289485, -1.240715], [0.253748, -2.066832, 0.289793], [1.421363, -0.864817, 0.975479], [0.014852, 0.901150, 0.751306]], "forces_ev_per_a": [[0.14, 0.86, 0.58], [-2.16, 1.75, -2.17], [0.18, 1.69, 0.99], [0.83, -2.44, -2.08], [-0.68, -1.39, -0.54], [0.25, 0.35, 0.46], [-1.69, 2.47, -1.26], [0.61, -0.11, -0.53], [-0.02, -0.78, 0.00], [-0.40, 0.55, -0.59], [1.89, -0.49, -0.23], [0.24, -2.52, 3.34], [-0.58, 0.47, -0.87], [-0.39, -1.88, -0.54], [0.45, 1.85, 1.50], [-0.66, -0.22, -0.26], [0.03, 0.68, -0.22], [1.50, 0.14, 1.62], [0.46, -1.00, 0.79]], "charge": 1, "gap_ev": [8.53, 6.98], "homo_energy_ev": [-12.5, -11.5]}

=====

Record 3
{"formula": "C25H29CaN8O2", "method": "ωB97M-V/def2-TZVPD", "elements": ["Ca", "C", "O", "C", "C", "C", "C", "C", "C", "N", "N", "C", "C", "O", "C", "C", "C", "C", "C", "C", "C", "C", "H", "H", "H", "H", "H", "H", "H", "H", "H", "H", "H", "H", "H", "C", "C", "C", "C", "N", "N", "C", "H", "H", "H", "H", "H", "H", "H", "H", "N", "C", "C", "C", "N", "H", "H", "H", "H", "N", "N", "H", "H", "H", "H"], "positions_angstrom": [[-0.515271, -0.143865, -0.164285], [1.353112, -0.954472, -2.940487], [1.325522, -0.908852, -1.518425], [2.478267, -1.325872, -0.844354], [3.483019, -2.031325, -1.485881], [4.600602, -2.437464, -0.772500], [4.697921, -2.137635, 0.577325], [3.690190, -1.434123, 1.209480], [2.558501, -1.005812, 0.516151], [1.471995, -0.282792, 1.094093], [1.699443, 0.041143, 2.309510], [0.836048, 0.710817, 3.096108], [-0.420843, 1.263938, 2.688246], [-0.876325, 1.190017, 1.496578], [-1.208244, 1.951427, 3.672261], [-0.796967, 2.084866, 4.950277], [0.457783, 1.561772, 5.398516], [0.871310, 1.722676, 6.731860], [2.079616, 1.230720, 7.154998], [2.906113, 0.565403, 6.241682], [2.516852, 0.396818, 4.933114], [1.281867, 0.887820, 4.478640], [1.375108, -1.981843, -3.307751], [2.217117, -0.415644, -3.331925], [0.437509, -0.475519, -3.284241], [3.410228, -2.272725, -2.535324], [5.385932, -2.985332, -1.274251], [5.563882, -2.454471, 1.142398], [3.767541, -1.201282, 2.260872], [-2.153972, 2.354436, 3.333053], [-1.420952, 2.605559, 5.667725], [0.219430, 2.245161, 7.421773], [2.394838, 1.356850, 8.181842], [3.863855, 0.181212, 6.568011], [3.165469, -0.113279, 4.237709], [-3.085405, -3.713293, -4.211540], [-3.002195, -2.491461, -3.363574], [-3.750160, -1.336081, -3.344188], [-3.189273, -0.526997, -2.338485], [-2.165438, -1.154197, -1.761706], [-2.064765, -2.340944, -2.404019], [-3.604779, 0.842474, -1.906681], [-4.097461, -3.836988, -4.588576], [-2.817183, -4.604204, -3.643497], [-2.411725, -3.642808, -5.066141], [-4.590755, -1.103820, -3.975812], [-1.396038, -3.024641, -2.090433], [-4.682142, 0.877095, -1.750462], [-3.362771, 1.586451, -2.666280], [-3.116170, 1.133080, -0.975692], [-2.680320, -2.290068, 1.222724], [-3.111431, -2.765759, 2.405146], [-2.021407, -2.801170, 3.240732], [-0.956512, -2.332795, 2.457631], [-1.360637, -2.022972, 1.231294], [-3.212981, -2.141196, 0.382316], [-4.140302, -3.035848, 2.570959], [-1.991868, -3.119725, 4.267217], [0.075764, -2.200719, 2.740042], [-0.598222, 3.095898, -0.791895], [-0.239676, 1.967532, -1.599865], [0.006584, 3.886667, -0.964363], [-0.552189, 2.823542, 0.182910], [0.726438, 2.006709, -1.912003], [-0.817768, 2.007441, -2.431690]], "forces_ev_per_a": [[-0.12, -0.13, -0.30], [-0.05, 0.01, -0.12], [0.11, -0.02, 0.16], [-0.08, 0.00, -0.07], [-0.03, 0.01, -0.01], [-0.02, 0.04, 0.09], [0.07, -0.06, -0.08], [-0.14, 0.10, 0.09], [0.12, -0.08, -0.11], [0.22, 0.05, 0.39], [0.16, -0.14, -0.16], [-0.24, 0.12, 0.00], [0.08, -0.02, 0.21], [0.06, 0.09, -0.02], [-0.07, 0.05, -0.04], [0.05, -0.03, 0.00], [0.02, -0.01, -0.04], [0.01, 0.00, 0.05], [-0.01, 0.01, 0.03], [-0.03, 0.01, -0.05], [0.06, -0.02, 0.06], [-0.01, -0.02, -0.09], [-0.01, 0.00, 0.03], [0.01, 0.01, 0.04], [-0.01, -0.02, 0.02], [-0.01, 0.01, -0.02], [0.00, 0.00, 0.00], [0.00, 0.01, 0.00], [-0.03, 0.02, -0.01], [0.00, 0.00, 0.01], [0.00, 0.00, 0.00], [-0.01, 0.00, -0.01], [0.00, 0.00, 0.00], [0.00, 0.00, -0.01], [0.01, -0.01, 0.01], [0.02, 0.00, 0.05], [0.06, -0.03, 0.10], [-0.01, 0.12, -0.04], [-0.03, -0.10, -0.07], [-0.01, 0.12, 0.03], [-0.06, -0.04, -0.05], [0.02, -0.12, 0.01], [0.00, -0.01, -0.01], [-0.02, -0.01, -0.01], [0.00, 0.02, 0.00], [0.01, 0.00, 0.00], [0.02, 0.01, -0.01], [0.00, 0.04, 0.02], [0.00, 0.01, -0.01], [-0.02, 0.05, 0.00], [-0.09, -0.11, 0.05], [0.03, 0.05, 0.05], [0.07, -0.05, -0.01], [-0.03, 0.00, 0.08], [-0.01, 0.02, -0.09], [0.03, 0.03, -0.03], [-0.01, 0.01, -0.05], [-0.01, -0.01, -0.01], [0.01, 0.03, -0.04], [-0.15, 0.01, -0.02], [-0.11, -0.09, 0.01], [0.03, 0.03, -0.02], [0.06, 0.01, 0.02], [0.07, 0.05, 0.07], [0.05, 0.01, -0.06]], "charge": 1, "gap_ev": 6.84, "homo_energy_ev": -9.7}

=====

Record 4
{"formula": "C4H8O2", "method": "ωB97M-V/def2-TZVPD", "elements": ["C", "C", "O", "H", "H", "C", "C", "O", "H", "H", "H", "H", "H", "H"], "positions_angstrom": [[2.300371, 0.220068, -0.233713], [1.326534, 0.786336, 0.443678], [0.555420, 1.435775, 1.040899], [2.261331, -0.780296, -0.643307], [3.176275, 0.836232, -0.339496], [-0.413824, -0.926746, -0.189925], [-1.658977, -0.170186, 0.261517], [-1.880478, 0.979139, -0.531062], [0.265945, -0.231399, -0.694714], [-0.592703, -1.615649, -1.009630], [0.063798, -1.476162, 0.633695], [-1.601511, 0.102806, 1.325737], [-2.528785, -0.816136, 0.138022], [-1.273401, 1.656222, -0.201702]], "forces_ev_per_a": [[0.24, 0.16, 0.19], [0.19, 0.97, 0.52], [0.78, -0.47, -0.33], [-0.06, 0.31, 0.14], [0.28, 0.00, 0.02], [-0.14, -0.20, -0.33], [-0.08, -0.40, 0.10], [-0.01, 0.29, 0.02], [-0.54, -0.39, 0.24], [-0.45, -0.39, 0.04], [-0.01, 0.19, -0.28], [0.07, -0.10, -0.23], [-0.09, 0.11, 0.05], [-0.17, -0.08, -0.16]], "smiles": "C=C=O.CCO", "charge": 0, "gap_ev": 10.38, "homo_energy_ev": -9.5}

=====

Energy relative to the best compared isomer or geometry (same formula, charge and spin)? In order: 0.0; 264.4; 0.0; 250.3 kJ/mol.